DFT (ωB97M-V/def2-TZVPD) results for a structure of composition C21H26N5O2Pd.

Values from the calculation:
- F_max: 0.0178 Eh/bohr
- Electronic energy: -37196.8350 eV
- Energy above the lowest of the compared OMol25 structures with the same formula, charge and spin: 0.4294 eV
- Frontier orbital gap (alpha / beta): 6.49 / 6.49 eV

ORCA input file:
```
! wB97M-V def2-TZVPD RIJCOSX def2/J DEFGRID3
* xyz 3 1
Pd 0.8762 -0.3650 0.0796
N 0.5265 -2.2628 0.8294
C 1.9312 -2.6997 1.1270
C 2.6319 -1.6442 1.9689
N 2.2655 -0.2507 1.5080
C 3.3777 0.6641 1.0328
C 3.2553 0.9191 -0.4647
N 1.8183 1.2224 -0.7833
H 0.1035 -2.9111 0.1701
H -0.0490 -2.2971 1.6696
H 1.9448 -3.6622 1.6394
H 2.4351 -2.8189 0.1685
H 2.3464 -1.7307 3.0169
H 3.7102 -1.7801 1.9110
H 1.8460 0.2090 2.3105
H 3.2842 1.5982 1.5874
H 4.3485 0.2352 1.2755
H 3.9130 1.7334 -0.7705
H 3.5308 0.0317 -1.0342
H 1.5673 2.1528 -0.4534
H 1.6507 1.2141 -1.7874
C -2.1593 2.1958 3.4765
O -2.2061 1.3336 2.3053
C -3.1017 1.5648 1.3847
C -3.9485 2.6807 1.3616
C -4.8655 2.8109 0.3487
C -5.0135 1.8472 -0.6919
C -4.2232 0.7548 -0.6988
C -3.2281 0.5754 0.3286
N -2.4496 -0.4869 0.4135
N -2.6267 -1.4819 -0.3453
C -2.1569 -1.9745 -1.4184
C -1.0977 -1.2236 -2.1930
O -0.3147 -0.4314 -1.6141
C -1.0463 -1.4489 -3.5856
C -1.7186 -2.5085 -4.1220
C -2.5170 -3.4326 -3.3609
C -3.0977 -4.5399 -3.9745
C -3.8663 -5.4242 -3.2277
C -4.0663 -5.1958 -1.8746
C -3.5042 -4.0823 -1.2524
C -2.7246 -3.2079 -1.9876
H -3.1319 2.2106 3.9632
H -1.8514 3.1982 3.1857
H -1.4240 1.7441 4.1315
H -3.8879 3.4345 2.1310
H -5.5145 3.6785 0.3464
H -5.7715 1.9931 -1.4483
H -4.3383 -0.0100 -1.4557
H -0.3892 -0.8317 -4.1825
H -1.6140 -2.7053 -5.1839
H -2.9495 -4.7074 -5.0339
H -4.3112 -6.2868 -3.7042
H -4.6658 -5.8846 -1.2950
H -3.6769 -3.9066 -0.1977
*
```

=====

DFT (ωB97M-V/def2-TZVPD) results for the molecule C21H26N6 in a non-equilibrium geometry.

Values from the calculation:
- F_max: 0.0251 Eh/bohr
- Electronic energy: -31139.6969 eV
- Structure (SMILES): CCN(CC)CCn1c2ccccc2c2cnc(/N=C\N(C)C)c(C#N)c21
- Energy above the lowest of the compared OMol25 structures with the same formula, charge and spin: 0.0000 eV
- Frontier orbital gap: 8.21 eV

ORCA input file:
```
! wB97M-V def2-TZVPD RIJCOSX def2/J DEFGRID3
* xyz 0 1
C 0.8777 1.4424 2.5864
H 0.1408 0.6823 2.3408
H 1.5096 1.0665 3.3876
H 0.3589 2.3259 2.9482
C 1.7393 1.7577 1.3687
N 0.9467 1.9910 0.1742
C 1.6970 1.9205 -1.0645
H 1.5670 2.8228 -1.6699
C 1.2091 0.7090 -1.8889
N 1.2778 -0.4862 -1.0946
C 0.3153 -0.9169 -0.2299
C -1.0259 -0.5531 -0.0911
C -1.7081 0.3603 -0.9005
N -2.3530 1.0472 -1.5636
C -1.7608 -1.2038 0.9468
N -1.2336 -2.1539 1.7235
C 0.0202 -2.5200 1.5512
C 0.8459 -1.9369 0.6039
C 2.2196 -2.0989 0.2225
C 3.2474 -2.9186 0.6660
C 4.4885 -2.7990 0.0706
C 4.7081 -1.8791 -0.9506
C 3.6971 -1.0530 -1.4081
C 2.4490 -1.1681 -0.8168
H 3.8847 -0.3437 -2.2003
H 5.6899 -1.8069 -1.3950
H 5.3036 -3.4258 0.4003
H 3.0766 -3.6304 1.4593
H 0.3714 -3.3084 2.2040
N -2.9854 -0.7414 1.2836
C -4.0950 -0.6836 0.6768
N -4.5218 -1.3607 -0.4030
C -5.7672 -1.0229 -1.0430
H -6.3433 -0.3529 -0.4090
H -5.5822 -0.5261 -2.0000
H -6.3518 -1.9277 -1.2262
C -3.6933 -2.3033 -1.1125
H -3.1759 -1.8282 -1.9525
H -2.9558 -2.7291 -0.4350
H -4.3198 -3.1097 -1.4967
H -4.8511 -0.0486 1.1300
H 0.1725 0.8683 -2.1888
H 1.8226 0.5849 -2.7852
H 2.7670 1.8022 -0.8626
C -0.0037 3.0832 0.2419
C 0.5975 4.4733 0.4808
H 1.0533 4.5359 1.4659
H -0.1855 5.2241 0.4175
H 1.3557 4.7022 -0.2657
H -0.5590 3.0830 -0.6993
H -0.7191 2.8562 1.0351
H 2.3759 0.8908 1.1675
H 2.4056 2.6077 1.6007
*
```